A single C3H9O2P molecule at a distorted geometry, computed with ωB97M-V with the def2-TZVPD basis set.

CARTESIAN COORDINATES (ANGSTROEM)
1 C -0.406 1.837 0.361
2 C -0.766 0.633 -0.576
3 C -0.009 -1.890 0.936
4 O -1.101 0.875 -2.022
5 O 1.373 -2.313 1.240
6 P 0.504 -0.553 -0.071
7 H -0.296 1.239 1.194
8 H 0.493 2.536 0.090
9 H -1.324 2.592 0.415
10 H -1.632 0.119 -0.171
11 H -0.715 -1.941 1.820
12 H -0.415 0.599 -2.648
13 H 1.692 -2.899 0.496
14 H 1.472 0.410 0.096
15 H 1.130 -1.245 -1.160

As for the relative energy (zero: lowest compared OMol25 entry of this formula, charge and spin): 5.319 eV. Its SMILES is C[C@@H](O)[PH2]=CO. The calculation puts the total energy at -611.35075 Ha. The calculation puts the HOMO-LUMO gap at 8.01 eV.